Computed, not measured: the molecule H2N2O3S in a non-equilibrium geometry, with ωB97M-V/def2-TZVPD.

Summary:
ΔE to the lowest compared entry with this formula, charge and spin   92.8 kcal per mole
Structure (SMILES)   O=[N+]([O-])N(O)S
Total charge   0
E   -734.39352 Ha
Highest occupied orbital energy   -9.545 eV

Bonds (Å) are listed after each position.
CARTESIAN COORDINATES (ANGSTROEM)
1 S -0.499 1.391 0.509  N6 1.632, H8 1.398
2 O 0.596 1.902 -1.859  N5 1.187
3 O 2.285 0.513 -1.628  N5 1.184
4 O 1.285 -0.378 0.563  N6 1.384, H7 0.941
5 N 1.235 1.012 -1.403  O2 1.187, O3 1.184, N6 1.763
6 N 0.266 0.143 -0.214  S1 1.632, O4 1.384, N5 1.763
7 H 1.178 -1.218 0.153  O4 0.941
8 H -1.662 0.982 -0.149  S1 1.398

Now the Löwdin charges, all in e: S 0.837; O 0.023; O 0.108; O -0.090; N -0.400; N -0.496; H 0.082; H -0.064